[1]
DFT (ωB97M-V/def2-TZVPD) results for C13H33ClIN3P3Rh as an isolated structure at a distorted geometry.

Calculated values
**Largest force on an atom**: 6.5 eV/Å
**Total charge**: +2
**Lowest unoccupied orbital energy (alpha / beta)**: -0.293 / -0.383 hartree
**⟨S²⟩**: 6.063
**Highest occupied orbital energy (alpha / beta)**: -14.08 / -14.48 eV
**HOMO-LUMO gap (alpha / beta)**: 0.225 / 0.149 Eh
**Spin multiplicity**: 5

Geometry as XYZ:
```
55
C13H33ClIN3P3Rh ωB97M-V/def2-TZVPD
C 0.97 1.80 1.14
I 1.71 -2.10 2.41
H 0.16 2.58 1.07
H 0.85 1.57 -0.02
H 1.87 2.34 1.46
Rh -2.26 0.04 -0.02
P -2.86 -0.36 -1.90
C -1.87 -1.30 -2.99
C -4.11 -1.48 -1.16
H -4.70 -1.89 -1.96
H -3.99 0.88 -3.53
H -4.71 -0.95 -0.41
H -4.04 1.68 -1.91
H -1.44 -2.18 -2.51
H -3.53 -2.25 -0.63
C -3.45 1.15 -2.64
H -2.41 -1.67 -3.84
H -2.56 1.73 -2.87
H -1.03 -0.72 -3.37
P -0.75 1.14 2.55
C 0.81 1.25 3.61
C -1.20 2.87 3.04
H -3.02 0.72 3.64
H -1.76 0.96 4.87
H -1.88 -0.56 3.99
C -1.96 0.52 3.88
H -2.23 3.11 2.73
H -1.09 3.03 4.12
H 0.66 1.94 4.46
H 1.53 1.90 3.09
H -0.53 3.58 2.56
H 1.24 0.20 3.73
Cl -3.72 1.44 1.20
C 3.36 -2.06 -0.30
N 2.26 -2.44 -1.27
C 2.52 -1.67 -2.48
N 2.67 -0.17 -2.37
C 3.67 0.07 -1.28
N 3.35 -0.69 -0.04
C 2.20 -0.22 0.49
P 0.44 -0.38 -0.49
C 0.91 -2.24 -0.81
C 1.31 0.40 -2.09
H 4.35 -2.28 -0.73
H 3.19 -2.58 0.64
H 1.72 -1.89 -3.20
H 3.51 -2.01 -2.86
H 3.73 1.14 -1.06
H 4.66 -0.29 -1.57
H 2.01 -0.79 1.50
H 2.47 0.81 0.71
H 0.25 -2.54 -1.64
H 0.69 -2.80 0.09
H 1.37 1.50 -2.06
H 0.66 0.13 -2.95
```

=====

[2]
DFT (ωB97M-V/def2-TZVPD) results for C5H6AuBiCl2O4 as an isolated structure at a distorted geometry.

Calculated values
**ΔE to the lowest compared entry with this formula, charge and spin**: 37.5 kcal per mole
**Largest force on an atom**: 13.3 eV/Å
**Total charge**: +4
**Lowest unoccupied orbital energy (alpha / beta)**: -0.635 / -0.639 hartree
**⟨S²⟩**: 2.014
**Highest occupied orbital energy (alpha / beta)**: -23.84 / -23.58 eV
**HOMO-LUMO gap (alpha / beta)**: 0.241 / 0.228 Eh
**Spin multiplicity**: 3

Geometry as XYZ:
```
19
C5H6AuBiCl2O4 ωB97M-V/def2-TZVPD
Bi -0.07 0.06 -6.10
Au -0.22 -1.04 1.10
Cl -0.81 2.28 -5.43
Cl 1.96 -2.14 1.09
C -0.89 -2.23 2.61
C -0.62 0.54 -8.26
C 0.42 -1.90 -7.01
O -1.24 -3.01 3.37
O -0.93 0.80 -9.34
O 0.68 -2.96 -7.45
C 0.35 1.61 4.63
C -0.31 0.65 3.72
O 0.81 0.18 2.94
H 1.15 1.11 5.17
H -0.39 1.95 5.30
H 0.76 2.44 4.06
H -0.70 -0.24 4.25
H -1.09 1.05 3.07
H 1.13 0.84 2.27
```

=====

[3]
DFT (ωB97M-V/def2-TZVPD) results for a 5-piece molecular cluster, C25H49FO9 overall.

Calculated values
**Largest force on an atom**: 0.4 eV/Å
**SMILES**: CC(=O)OCCCC1=C(F)C(=O)OC1=O.CCOCC.CCOCC.CCOCC.CCOCC
**Lowest unoccupied orbital energy**: -0.030 hartree
**Highest occupied orbital energy**: -9.51 eV
**HOMO-LUMO gap**: 0.320 Eh

Geometry as XYZ:
```
84
C25H49FO9 ωB97M-V/def2-TZVPD
C 1.27 -3.98 -4.08
C 0.51 -2.89 -4.79
O 1.04 -2.10 -5.51
O -0.84 -2.85 -4.65
C -1.44 -3.26 -3.41
C -2.73 -2.47 -3.23
C -3.77 -3.25 -2.41
C -4.95 -3.73 -3.18
C -5.56 -3.35 -4.30
F -5.27 -2.37 -5.11
C -6.73 -4.22 -4.60
O -7.51 -4.16 -5.49
O -6.79 -5.16 -3.59
C -5.76 -4.89 -2.69
O -5.63 -5.53 -1.70
H 2.17 -3.54 -3.64
H 0.71 -4.52 -3.33
H 1.60 -4.68 -4.85
H -0.75 -3.06 -2.59
H -1.64 -4.34 -3.44
H -3.09 -2.21 -4.22
H -2.50 -1.53 -2.73
H -4.13 -2.65 -1.57
H -3.32 -4.13 -1.95
C 3.82 -0.22 -2.91
C 2.30 -0.20 -2.89
O 1.73 -0.18 -1.60
C 2.11 0.90 -0.76
C 1.84 2.27 -1.34
H 4.20 -1.07 -2.33
H 4.17 -0.32 -3.93
H 4.25 0.70 -2.50
H 1.92 -1.11 -3.35
H 1.93 0.64 -3.50
H 3.17 0.81 -0.49
H 1.54 0.75 0.16
H 2.42 2.46 -2.24
H 2.12 3.04 -0.61
H 0.78 2.39 -1.58
C 7.00 4.53 -2.40
C 5.62 4.54 -1.76
O 5.11 3.25 -1.47
C 5.87 2.47 -0.56
C 6.04 3.09 0.81
H 7.00 3.92 -3.31
H 7.29 5.54 -2.66
H 7.76 4.13 -1.72
H 4.90 4.97 -2.45
H 5.62 5.17 -0.86
H 6.85 2.22 -0.99
H 5.33 1.53 -0.48
H 6.61 4.02 0.78
H 6.57 2.40 1.47
H 5.06 3.30 1.25
C -1.73 -1.99 4.34
C -0.29 -1.85 3.87
O -0.14 -1.85 2.46
C -0.86 -0.85 1.77
C -0.56 0.57 2.22
H -2.18 -2.91 3.95
H -1.76 -2.03 5.43
H -2.33 -1.14 4.03
H 0.30 -2.70 4.21
H 0.15 -0.95 4.31
H -1.94 -1.03 1.83
H -0.57 -0.97 0.72
H -0.86 0.76 3.25
H -1.10 1.28 1.58
H 0.51 0.78 2.13
C -4.43 1.32 7.01
C -2.99 1.39 6.51
O -2.87 1.34 5.10
C -3.50 2.39 4.38
C -2.98 3.77 4.72
H -4.92 0.43 6.63
H -4.44 1.29 8.10
H -5.01 2.19 6.70
H -2.44 0.52 6.87
H -2.49 2.27 6.92
H -4.58 2.34 4.50
H -3.28 2.16 3.33
H -3.20 4.05 5.75
H -3.46 4.51 4.08
H -1.90 3.83 4.57
```

=====

[4]
DFT (ωB97M-V/def2-TZVPD) results for an isolated ion of composition C3H8NOS and charge +2.

Calculated values
**ΔE to the lowest compared entry with this formula, charge and spin**: 3.8 kcal per mole
**Largest force on an atom**: 0.9 eV/Å
**Total charge**: +2
**Lowest unoccupied orbital energy (alpha / beta)**: -0.312 / -0.502 hartree
**⟨S²⟩**: 0.753
**Highest occupied orbital energy (alpha / beta)**: -19.30 / -19.29 eV
**HOMO-LUMO gap (alpha / beta)**: 0.397 / 0.207 Eh
**Spin multiplicity**: 2

Geometry as XYZ:
```
14
C3H8NOS ωB97M-V/def2-TZVPD
O 0.93 2.37 0.40
C 0.84 1.48 -0.37
C 0.37 0.11 0.17
C -0.57 -0.71 -0.75
S 0.33 -1.64 -2.04
N -0.34 0.40 1.48
H 1.18 1.50 -1.41
H 1.25 -0.49 0.43
H -1.18 -1.41 -0.18
H -1.28 -0.12 -1.36
H -0.03 -2.92 -1.80
H -1.05 1.13 1.36
H -0.80 -0.41 1.91
H 0.37 0.71 2.15
```